A structure of composition C18H54BrHfO9S9 at a distorted geometry, computed with ωB97M-V/def2-TZVPD.

Results
gap between HOMO and LUMO	0.3650	hartree
calculated total energy	-206813.6124	eV
HOMO level	-15.902	eV
total charge	+3

Cartesian coordinates (Å):
1 Hf 1.192 19.232 -20.356
2 Br 3.553 18.244 -19.131
3 C 4.348 22.266 -22.539
4 S 4.180 21.527 -20.928
5 O 3.061 20.535 -20.992
6 C 5.708 20.607 -20.986
7 H 3.448 22.826 -22.790
8 H 4.522 21.533 -23.328
9 H 5.209 22.935 -22.480
10 H 6.483 21.281 -20.614
11 H 5.967 20.266 -21.988
12 H 5.649 19.745 -20.325
13 C -2.148 18.170 -23.859
14 S -0.762 17.518 -22.934
15 O -0.456 18.513 -21.866
16 C -1.628 16.168 -22.148
17 H -2.894 18.500 -23.137
18 H -2.539 17.333 -24.439
19 H -1.801 18.954 -24.523
20 H -1.062 15.952 -21.246
21 H -1.703 15.316 -22.824
22 H -2.666 16.419 -21.914
23 C 3.140 14.788 -20.092
24 S 1.532 15.307 -20.686
25 O 1.571 16.759 -21.038
26 C 1.548 14.328 -22.198
27 H 3.875 14.906 -20.885
28 H 3.018 13.713 -19.932
29 H 3.411 15.342 -19.202
30 H 1.215 13.332 -21.912
31 H 2.562 14.305 -22.593
32 H 0.876 14.770 -22.930
33 C 0.715 16.099 -17.359
34 S -0.556 17.136 -18.061
35 O -0.077 17.618 -19.410
36 C -1.750 15.862 -18.425
37 H 0.884 15.200 -17.947
38 H 0.360 15.868 -16.353
39 H 1.636 16.679 -17.305
40 H -1.292 15.042 -18.977
41 H -2.510 16.354 -19.033
42 H -2.225 15.483 -17.522
43 C -2.776 21.570 -18.827
44 S -2.312 20.580 -20.226
45 O -0.966 20.014 -19.922
46 C -3.474 19.276 -19.922
47 H -2.179 22.480 -18.870
48 H -2.561 21.052 -17.891
49 H -3.842 21.790 -18.860
50 H -3.305 18.843 -18.937
51 H -3.415 18.526 -20.708
52 H -4.474 19.710 -19.987
53 C -1.138 22.349 -23.130
54 S 0.583 21.981 -22.900
55 O 0.608 20.825 -21.962
56 C 0.865 21.265 -24.511
57 H -1.475 22.835 -22.212
58 H -1.695 21.425 -23.282
59 H -1.307 23.057 -23.940
60 H 1.920 21.006 -24.595
61 H 0.562 21.980 -25.274
62 H 0.297 20.336 -24.571
63 C 1.925 23.982 -19.976
64 S 0.640 22.845 -19.522
65 O 1.180 21.461 -19.541
66 C 0.448 23.417 -17.847
67 H 1.488 24.981 -20.001
68 H 2.346 23.680 -20.930
69 H 2.736 24.019 -19.245
70 H 1.379 23.352 -17.292
71 H -0.342 22.867 -17.338
72 H 0.038 24.424 -17.972
73 C 2.548 17.503 -24.722
74 S 3.198 18.579 -23.459
75 O 2.108 18.756 -22.465
76 C 4.368 17.453 -22.737
77 H 3.272 17.422 -25.534
78 H 1.716 18.049 -25.174
79 H 2.216 16.560 -24.303
80 H 4.844 17.922 -21.879
81 H 5.109 17.132 -23.470
82 H 3.822 16.576 -22.398
83 C 2.499 19.379 -15.920
84 S 1.189 20.255 -16.752
85 O 0.932 19.507 -18.037
86 C -0.117 19.818 -15.630
87 H 2.686 19.832 -14.947
88 H 3.376 19.407 -16.562
89 H 2.208 18.341 -15.761
90 H -0.238 18.739 -15.540
91 H -1.070 20.256 -15.918
92 H 0.167 20.194 -14.645